# 1
The following is a DFT calculation (ωB97M-V/def2-TZVPD) of a cluster of 2 separate species, C5H9NO2Se in total.

```
! wB97M-V def2-TZVPD RIJCOSX def2/J DEFGRID3
* xyz 0 1
C -0.48 -0.71 -1.91
C -2.38 0.13 -0.56
C -1.22 -0.83 -0.68
C -0.42 0.45 1.29
C 3.32 1.16 2.02
N -0.29 -0.54 0.43
O -1.19 -1.06 -3.05
O 0.62 -0.36 -2.02
Se -2.03 1.33 0.96
H -2.63 0.76 -1.45
H -3.33 -0.26 -0.29
H -1.62 -1.85 -0.49
H 2.25 0.92 1.78
H 3.38 2.25 2.30
H 3.89 0.80 1.16
H 3.67 0.69 2.98
H 0.47 -1.26 0.35
H -2.01 -1.63 -2.79
*
```

Output
- Energy above the lowest of the compared OMol25 structures with the same formula, charge and spin: 52.8 kcal/mol
- Orbital gap: 8.9 eV
- E_LUMO: 0.07 eV

Results of the natural (NBO) charge analysis, in e, for atoms 1 through 4: C 0.7715; C -0.6040; C -0.2406; C -0.0959

***

# 2
The following is a DFT calculation (ωB97M-V/def2-TZVPD) of a cluster of 2 separate species, H2N4O2 in total.

```
! wB97M-V def2-TZVPD RIJCOSX def2/J DEFGRID3
* xyz 0 1
O -1.54 0.49 -1.39
N -0.51 -0.31 -1.72
N 0.31 -0.80 -1.00
O 0.30 -0.53 0.38
H -1.52 0.47 -0.43
H 0.95 -1.05 0.73
N 2.55 1.90 -0.21
N 3.01 2.42 -1.06
*
```

Output
- SMILES: O/N=N\O.N#N
- Energy above the lowest of the compared OMol25 structures with the same formula, charge and spin: 8.1 kcal/mol
- Orbital gap: 11.3 eV
- E_LUMO: 0.73 eV

Results of the natural (NBO) charge analysis, in e, for atoms 1 through 4: O -0.4996; N 0.0966; N 0.0586; O -0.6084

***

# 3
The following is a DFT calculation (ωB97M-V/def2-TZVPD) of a cluster of 2 separate species, C2H4F2S in total.

```
! wB97M-V def2-TZVPD RIJCOSX def2/J DEFGRID3
* xyz 0 1
C -0.22 -0.34 0.87
C 0.77 0.58 0.26
F 1.27 0.17 -0.90
S 1.42 1.85 1.03
H -0.19 -0.24 1.98
H -1.30 -0.06 0.53
H 0.07 -1.35 0.44
F -1.12 0.11 -2.02
H -0.71 -0.71 -2.18
*
```

Output
- SMILES: CC(F)=S.F
- Energy above the lowest of the compared OMol25 structures with the same formula, charge and spin: 19.3 kcal/mol
- Orbital gap: 9.2 eV
- E_LUMO: 0.02 eV

Results of the natural (NBO) charge analysis, in e, for atoms 1 through 4: C -0.7325; C 0.3099; F -0.3275; S -0.0089